1.
Below is C38H48GeN5O2SeSiZn as an isolated structure, with properties calculated with ωB97M-V with the def2-TZVPD basis set.

Atoms and positions in Å:
1 Zn 0.97428 -0.17145 1.69063
2 N 0.64833 -0.32996 4.03284
3 C 1.78174 -0.86575 4.80272
4 C 2.69982 -1.73761 3.94610
5 C 3.54920 -0.93423 2.94892
6 O 4.76019 -0.85904 3.15492
7 O 2.93390 -0.37393 1.97596
8 H 0.25362 0.49684 4.46438
9 H -0.09169 -1.01966 3.95611
10 H 1.43432 -1.45020 5.66240
11 H 2.35441 -0.02517 5.20275
12 H 2.09351 -2.46701 3.40196
13 H 3.39384 -2.26251 4.60217
14 N 0.39673 1.73500 1.51820
15 C 1.06293 2.79615 1.60333
16 C 2.52505 2.89406 1.97335
17 C 3.00334 2.32959 3.14795
18 C 4.35105 2.38332 3.46424
19 C 5.24093 3.00667 2.60130
20 C 4.77354 3.58449 1.42956
21 C 3.42000 3.53932 1.12570
22 C 0.43500 4.14419 1.31223
23 C 0.70071 5.24993 2.11732
24 C 0.11776 6.48022 1.85033
25 C -0.72220 6.63089 0.75434
26 C -0.98148 5.53890 -0.06267
27 C -0.41031 4.30593 0.22047
28 H 2.30519 1.81845 3.79797
29 H 4.71725 1.90693 4.36415
30 H 6.29797 3.02712 2.83409
31 H 5.46545 4.06680 0.74912
32 H 3.05141 4.00800 0.21833
33 H 1.37236 5.13891 2.96089
34 H 0.32638 7.32629 2.49417
35 H -1.16767 7.59398 0.53704
36 H -1.63116 5.64765 -0.92312
37 H -0.61610 3.44826 -0.40615
38 C -1.68090 -5.35280 -0.01701
39 Si -0.48540 -4.95964 1.37217
40 C -1.24713 -5.51204 2.99329
41 C 1.11568 -5.89023 1.09237
42 C -0.11945 -3.18650 1.43592
43 C 0.17419 -1.99917 1.48647
44 H -1.90053 -6.42315 -0.05159
45 H -1.26044 -5.06042 -0.98165
46 H -2.62229 -4.81477 0.11363
47 H -1.47289 -6.58157 2.98810
48 H -2.17272 -4.96681 3.19075
49 H -0.55961 -5.31269 3.81833
50 H 0.97737 -6.97408 1.11922
51 H 1.84303 -5.61486 1.85877
52 H 1.54484 -5.62071 0.12515
53 N 1.59878 1.30886 -5.70116
54 C 1.31139 1.12666 -7.03533
55 C 1.73827 1.77165 -8.19076
56 C 1.23016 1.30301 -9.38754
57 C 0.32779 0.22836 -9.42995
58 C -0.09103 -0.40585 -8.27696
59 C 0.41032 0.05247 -7.05973
60 N 0.16615 -0.39661 -5.77447
61 C 0.88562 0.36856 -5.00056
62 C 0.95619 0.25636 -3.53630
63 C 1.73693 1.10935 -2.76408
64 C 1.76155 0.93330 -1.39060
65 N 1.07395 -0.01961 -0.77457
66 C 0.32594 -0.83922 -1.51038
67 C 0.23273 -0.73789 -2.88824
68 H 2.22190 1.99172 -5.31085
69 H 2.43487 2.59945 -8.16023
70 H 1.53492 1.77443 -10.31278
71 H -0.04368 -0.10727 -10.38942
72 H -0.78543 -1.23489 -8.30213
73 H 2.32035 1.91028 -3.20004
74 H 2.35021 1.58266 -0.75118
75 H -0.20951 -1.60303 -0.95675
76 H -0.38622 -1.41158 -3.46393
77 C -3.66418 -2.62880 2.58294
78 Ge -4.50275 -1.46345 1.26271
79 C -3.91670 -2.01071 -0.52757
80 C -6.45255 -1.75386 1.30458
81 C -4.19818 0.41386 1.71847
82 Se -2.33946 1.09988 1.63800
83 C -2.31699 1.29111 -0.29292
84 H -3.87596 -3.67418 2.34892
85 H -4.04719 -2.41545 3.58292
86 H -2.58290 -2.48323 2.58018
87 H -4.30873 -3.00849 -0.73384
88 H -2.82865 -2.05399 -0.58968
89 H -4.28711 -1.33054 -1.29553
90 H -6.68855 -2.79711 1.08642
91 H -6.94667 -1.12923 0.55824
92 H -6.86638 -1.50704 2.28358
93 H -4.48161 0.51062 2.77031
94 H -4.85823 1.07234 1.14909
95 H -2.68066 0.38143 -0.75940
96 H -1.28056 1.45561 -0.57168
97 H -2.93148 2.13820 -0.59572

Results
energy above the lowest of the compared OMol25 structures with the same formula, charge and spin: 4.9 kJ/mol
E: -8448.3881 hartree
total charge: -1
frontier orbital gap: 6.543 eV
HOMO: -0.171 Ha



2.
Below is C13H27N5O4RuTe as an isolated structure, with properties calculated with ωB97M-V with the def2-TZVPD basis set.

Atoms and positions in Å:
1 Ru -0.26924 1.29519 0.39489
2 C 1.99222 0.95632 4.23801
3 C 1.51973 0.85146 2.82805
4 N 0.28590 0.67394 2.50081
5 O -0.60760 0.52660 3.54283
6 C 2.47396 0.91408 1.71568
7 C 3.94204 1.09936 1.90286
8 N 1.96420 0.76737 0.51886
9 O 2.70364 0.70464 -0.51822
10 H 1.18429 0.79568 4.94234
11 H 2.41027 1.95333 4.39256
12 H 2.79177 0.24089 4.42641
13 H -1.47070 0.61667 3.10464
14 H 4.27525 0.81487 2.89707
15 H 4.21734 2.14430 1.73772
16 H 4.48041 0.51448 1.15808
17 N -0.21284 4.57051 0.81041
18 C -0.26121 3.42486 0.66352
19 C 0.28471 0.51293 -3.72529
20 Te 0.70531 2.03860 -2.30091
21 C -0.99882 3.19000 -2.82643
22 H 0.23974 0.98776 -4.70239
23 H -0.66824 0.03157 -3.51241
24 H 1.09912 -0.20892 -3.72007
25 H -1.86610 2.53976 -2.89908
26 H -0.80076 3.69699 -3.76718
27 H -1.14884 3.92061 -2.03459
28 N -0.02367 -3.79846 -1.57365
29 C 1.09444 -3.38007 -0.65088
30 C 1.04044 -1.87340 -0.46971
31 N -0.25278 -1.38822 -0.00148
32 C -1.35004 -1.86164 -0.83080
33 C -1.36029 -3.37126 -1.02438
34 H -0.00487 -4.80724 -1.72733
35 H 0.11840 -3.35760 -2.48635
36 H 2.03268 -3.70912 -1.09429
37 H 0.92752 -3.91701 0.28329
38 H 1.28108 -1.36651 -1.40998
39 H 1.82242 -1.57329 0.22371
40 H -0.40223 -1.61163 0.97854
41 H -1.28548 -1.35948 -1.80105
42 H -2.29928 -1.56162 -0.39281
43 H -2.12792 -3.69524 -1.72515
44 H -1.48336 -3.90564 -0.08219
45 C -4.37974 1.04306 0.28213
46 C -2.89315 0.89645 0.28808
47 O -2.26801 0.68279 1.37155
48 O -2.22252 1.01120 -0.77823
49 H -4.82962 0.48461 1.09886
50 H -4.79529 0.74420 -0.67701
51 H -4.60424 2.10121 0.43097

Results
energy above the lowest of the compared OMol25 structures with the same formula, charge and spin: 92.4 kJ/mol
E: -1448.7743 hartree
total charge: +1
frontier orbital gap (alpha / beta): 6.874 / 6.339 eV
2S+1: 6
HOMO (alpha / beta): -0.377 / -0.384 Ha



Question: Which of these has the lowest total charge?
Answer: C38H48GeN5O2SeSiZn